Density functional theory data (the ωB97M-V functional and the def2-TZVPD basis) for a cluster of 2 separate species, CBrO4 in total.

Each line ends with the Mulliken charge.
Cartesian coordinates (Å):
C1 1.29594 0.61380 0.03932  0.776
O1 1.98928 0.30875 0.91346  -0.440
O2 0.78667 1.14237 -0.85236  -0.401
O3 -0.16128 -1.23706 0.15264  -0.474
O4 -1.21677 -0.95350 -0.56455  -0.140
Br1 -2.69384 0.12564 0.31150  -0.321

Forces on the atoms, in the same order (eV/Å):
-0.3 -0.1 -0.2
0.7 -0.5 1.0
-0.5 0.4 -0.8
-0.1 0.4 0.1
0.8 -0.7 -0.7
-0.6 0.5 0.5

Results
Multiplicity: 1
HOMO level (alpha / beta): -3.504 / -3.503 eV
Energy relative to the best compared isomer or geometry (same formula, charge and spin): 2.4 kcal per mole
HOMO-LUMO gap (alpha / beta): 7.243 / 7.243 eV
Calculated total energy: -79267.502 eV
LUMO level (alpha / beta): 3.74 / 3.74 eV
Net charge: -1